# 1
Formula: C25H24N4S2V
Source: the OMol25 dataset
Level of theory: wB97M-V/def2-TZVPD

Geometry as XYZ:
```
56
Properties=species:S:1:pos:R:3:forces:R:3:lowdin_spin:R:1
V 0.747 -0.218 0.761 -0.42 -1.81 0.80 1.891
S -1.647 0.525 6.041 -0.15 -0.18 -0.42 0.000
C -2.650 0.251 7.375 -0.31 -0.14 0.08 0.000
C -3.814 -0.387 7.033 0.16 0.17 0.29 0.000
C -3.894 -0.657 5.661 0.12 -0.02 -0.43 0.000
C -2.783 -0.238 4.953 0.13 0.23 0.75 0.000
C -2.501 -0.424 3.555 0.01 -0.06 -0.34 0.000
C -1.230 -0.125 3.020 -0.29 -0.04 0.40 0.001
N -0.916 -0.331 1.742 -0.67 0.12 0.33 -0.004
C -1.843 -0.852 0.885 -0.44 -0.07 0.14 0.012
C -3.139 -1.173 1.319 0.40 0.10 -0.10 0.001
C -4.057 -1.709 0.353 -0.21 -0.09 -0.14 -0.001
C -3.710 -1.867 -0.944 -0.08 0.02 0.06 -0.001
C -2.409 -1.484 -1.417 0.23 0.12 0.23 0.001
C -2.017 -1.528 -2.757 0.28 0.10 0.07 0.012
C -0.743 -1.101 -3.163 -0.16 -0.04 0.30 0.001
C 0.136 -0.690 -2.141 -0.02 -0.20 -0.38 -0.001
N -0.215 -0.657 -0.854 -0.40 -0.20 -0.57 -0.004
C -1.480 -1.010 -0.481 -0.27 -0.15 -0.31 0.015
C -0.339 -1.098 -4.545 -0.06 -0.08 -0.73 0.000
C 0.866 -0.699 -5.097 -0.21 -0.04 0.40 -0.001
C 0.908 -0.828 -6.489 -0.07 -0.07 -0.28 0.000
C -0.265 -1.322 -7.002 0.30 0.08 -0.05 0.000
S -1.418 -1.631 -5.809 0.20 0.11 0.48 0.000
C -3.455 -0.928 2.658 0.19 0.11 0.01 0.010
H -2.352 0.577 8.360 0.05 0.02 -0.02 0.000
H -4.578 -0.652 7.747 0.00 0.03 0.00 0.000
H -4.746 -1.153 5.219 0.02 -0.04 -0.02 0.000
H -0.460 0.292 3.660 0.02 -0.01 -0.06 0.000
H -5.050 -1.986 0.684 0.00 0.01 0.02 0.000
H -4.411 -2.272 -1.662 -0.06 0.02 0.04 0.000
H -2.721 -1.889 -3.496 -0.03 -0.01 0.00 0.000
H 1.155 -0.405 -2.372 -0.03 0.02 -0.01 0.000
H 1.699 -0.324 -4.519 0.03 0.00 -0.02 0.000
H 1.763 -0.576 -7.098 -0.02 0.00 -0.02 0.000
H -0.486 -1.526 -8.038 -0.05 0.01 0.01 0.000
H -4.465 -1.112 2.999 0.01 -0.08 0.02 0.000
C 4.417 3.507 0.167 -0.18 0.03 0.22 0.003
C 3.711 2.535 -0.800 0.55 -0.01 -0.32 0.006
C 3.171 3.262 -2.049 -0.24 -0.01 0.05 0.003
C 4.665 1.371 -1.200 -0.03 -0.07 0.06 0.003
C 2.635 1.857 -0.127 -0.43 0.19 0.33 0.049
N 1.794 1.255 0.404 1.79 2.10 -0.77 -0.004
H 5.342 3.844 -0.297 -0.01 -0.05 -0.08 0.000
H 4.661 3.025 1.114 0.08 0.01 -0.02 0.000
H 3.797 4.380 0.364 -0.01 -0.01 0.01 0.000
H 4.019 3.615 -2.633 0.06 -0.03 0.05 0.000
H 2.568 4.123 -1.769 -0.01 0.00 0.00 0.000
H 2.571 2.600 -2.675 0.06 0.00 -0.04 0.000
H 5.518 1.798 -1.726 -0.02 0.05 0.00 0.000
H 4.174 0.658 -1.864 0.03 0.04 -0.03 0.000
H 5.036 0.848 -0.318 0.05 0.02 -0.03 0.000
N 1.944 -1.666 1.674 0.06 0.00 -0.05 0.000
H 2.411 -2.316 1.038 0.00 -0.06 0.02 0.003
H 1.400 -2.241 2.320 0.03 -0.10 0.00 0.002
H 2.690 -1.250 2.236 0.04 -0.04 0.05 0.002
```
Positions in Å, forces in eV/Å.

**DFT total energy**: -79608.4745 eV
**M**: 495.57 g mol⁻¹
**Net charge**: +3
**Largest force on an atom**: 2.9 eV/A
**Spin multiplicity**: 3
**Kohn-Sham gap (spin up / spin down)**: 4.4920 / 5.0847 eV
**Lowest unoccupied orbital energy (spin up / spin down)**: -11.008 / -10.433 eV

=====

# 2
Formula: C25H24N6O6RhS
Source: the OMol25 dataset
Level of theory: wB97M-V/def2-TZVPD

Geometry as XYZ:
```
63
Properties=species:S:1:pos:R:3:forces:R:3:lowdin_charge:R:1
Rh -1.238 -0.919 -1.620 0.30 -0.06 -0.29 1.159
N 1.363 3.180 4.346 0.00 0.01 0.01 0.081
C 1.154 1.837 3.996 0.00 -0.01 -0.01 -0.341
C 2.238 0.991 3.767 -0.02 0.00 0.01 -0.056
C 2.033 -0.321 3.366 0.03 0.00 0.05 -0.070
C 0.742 -0.795 3.196 0.01 0.02 0.00 -0.292
C -0.346 0.041 3.414 0.00 -0.01 0.00 -0.062
C -0.140 1.349 3.815 0.01 0.01 0.00 -0.045
S 0.453 -2.435 2.588 0.05 0.10 0.08 0.587
O 1.623 -3.224 2.887 -0.02 -0.05 -0.02 -0.324
O -0.796 -2.862 3.171 -0.03 -0.04 -0.06 -0.329
N 0.175 -2.188 1.031 -0.02 -0.13 -0.16 -0.056
C 1.137 -1.822 0.198 -0.08 0.23 0.10 -0.446
N 0.746 -1.528 -1.094 -0.26 -0.07 0.27 0.034
C 1.703 -1.340 -2.000 -0.04 0.05 -0.08 -0.131
C 3.045 -1.332 -1.683 0.03 -0.01 -0.04 -0.069
C 3.333 -1.419 -0.329 0.01 -0.07 0.01 -0.143
N 2.423 -1.649 0.593 0.08 -0.07 -0.09 0.134
H 2.234 3.347 4.825 0.00 0.00 0.00 0.077
H 0.590 3.598 4.840 0.00 0.00 0.00 0.077
H 3.247 1.368 3.900 0.00 0.00 0.00 0.106
H 2.863 -0.988 3.175 -0.03 0.02 0.01 0.104
H -1.346 -0.341 3.245 0.01 0.00 0.01 0.114
H -0.989 2.004 3.981 0.00 0.00 0.00 0.108
H 1.357 -1.137 -3.006 0.01 -0.01 0.01 0.093
H 3.801 -1.157 -2.432 0.00 0.00 0.00 0.094
H 4.351 -1.287 0.031 0.00 0.03 0.00 0.108
C 0.030 1.336 0.136 0.01 -0.10 0.04 -0.143
N -1.080 0.894 -0.678 0.02 0.04 -0.07 -0.091
C -2.084 1.672 -0.892 -0.01 0.01 0.02 -0.061
C -3.141 1.188 -1.706 -0.02 -0.02 0.03 -0.310
C -4.376 1.677 -2.134 0.00 0.01 0.00 -0.063
C -4.960 0.646 -2.877 -0.01 0.00 0.00 -0.109
C -4.058 -0.426 -2.865 0.02 0.00 -0.01 -0.138
N -2.968 -0.090 -2.169 -0.11 0.08 -0.08 -0.075
C 1.255 1.713 -0.667 0.02 -0.02 0.00 -0.195
C 1.246 1.790 -2.054 -0.03 0.08 0.01 -0.048
C 2.403 2.128 -2.746 0.00 0.00 -0.01 -0.087
C 3.579 2.389 -2.061 0.00 0.00 0.01 -0.108
C 3.593 2.311 -0.673 0.00 0.01 -0.01 -0.092
C 2.440 1.976 0.017 0.01 -0.03 0.01 -0.040
H 0.288 0.521 0.813 0.01 0.00 0.06 0.099
H -0.273 2.176 0.771 -0.02 0.04 -0.06 0.128
H -2.115 2.665 -0.447 0.00 -0.01 0.01 0.138
H -4.788 2.653 -1.927 0.00 0.00 0.00 0.090
H -5.921 0.660 -3.366 0.00 0.00 0.00 0.078
H -4.147 -1.403 -3.314 0.00 0.00 0.00 0.107
H 0.339 1.572 -2.606 0.00 -0.02 0.01 0.106
H 2.381 2.173 -3.828 0.00 0.00 0.00 0.102
H 4.481 2.644 -2.602 0.00 0.00 0.00 0.093
H 4.508 2.506 -0.127 0.00 0.00 0.00 0.097
H 2.454 1.897 1.099 0.00 -0.01 -0.02 0.104
O -0.541 -0.927 -4.083 -0.02 0.03 0.12 -0.094
C -1.046 -2.058 -3.975 0.03 -0.01 0.00 -0.540
O -1.500 -2.534 -2.892 -0.01 -0.09 -0.04 -0.150
H -1.112 -2.719 -4.856 -0.01 0.02 -0.01 0.123
C -3.183 -3.521 0.825 0.05 0.02 -0.03 -0.051
O -2.471 -2.902 -0.256 -0.04 0.04 -0.03 -0.099
C -2.239 -1.595 -0.095 0.05 -0.05 0.18 -0.567
O -2.693 -0.936 0.803 0.03 -0.01 0.02 0.040
H -3.305 -4.561 0.531 0.01 0.01 0.01 0.087
H -4.154 -3.045 0.959 -0.01 0.01 0.00 0.088
H -2.601 -3.441 1.741 0.02 0.00 0.03 0.067
```
Positions in Å, forces in eV/Å.

**DFT total energy**: -61387.5606 eV
**M**: 639.48 g mol⁻¹
**Net charge**: -1
**Largest force on an atom**: 0.4 eV/A
**Relative energy (zero: lowest compared OMol25 entry of this formula, charge and spin)**: 0.00 kcal/mol
**Kohn-Sham gap**: 7.8706 eV
**Lowest unoccupied orbital energy**: 2.649 eV

=====

# 3
Formula: C25H24O5
Source: the OMol25 dataset
Level of theory: wB97M-V/def2-TZVPD

Geometry as XYZ:
```
54
Properties=species:S:1:pos:R:3:forces:R:3:lowdin_charge:R:1
C -6.835 -2.373 -0.756 4.33 2.94 -0.33 0.119
C -5.838 -1.583 -0.798 -5.18 -3.11 0.37 -0.032
C -4.777 -0.541 -0.767 -9.39 -6.08 0.02 -0.289
C -5.114 0.630 -0.303 -0.45 -2.06 -0.48 -0.031
C -4.111 1.398 -0.375 -2.25 12.96 4.39 -0.131
C -2.905 1.136 -0.566 7.72 0.45 -1.75 -0.133
C -2.716 -0.187 -0.933 10.61 3.39 -3.33 -0.054
C -3.676 -0.961 -1.281 2.01 -3.79 -0.82 -0.074
H -3.525 -1.955 -1.626 -0.08 -0.49 -0.49 0.142
H -1.600 -0.386 -1.441 -2.74 0.12 1.84 0.178
C -1.796 2.449 -0.516 2.18 -8.33 -0.29 -0.143
C -0.546 1.829 -1.177 4.01 -1.23 11.49 0.157
C 0.620 1.252 -0.403 -9.00 6.52 4.56 0.019
O 0.633 1.642 1.107 -1.16 -1.86 -3.60 -0.019
C -0.661 1.712 1.545 0.58 -1.02 8.08 -0.397
O -1.442 0.510 1.902 1.67 -0.18 -1.87 -0.124
C -0.699 -0.647 2.578 -3.42 4.82 2.17 -0.105
C 0.286 -1.258 1.810 2.90 0.04 -3.69 -0.210
C 0.060 -1.749 0.493 -12.05 4.39 7.72 -0.088
C 0.877 -2.421 -0.116 6.50 -6.87 -11.90 -0.181
C 2.198 -2.466 0.053 2.86 1.58 6.80 -0.101
C 2.488 -1.744 1.485 8.11 -4.66 -9.18 -0.021
C 1.650 -1.088 2.165 -4.47 1.63 5.12 -0.090
H 1.894 -0.648 3.190 -0.23 -0.23 -1.67 0.158
H 3.639 -1.670 1.399 -1.76 0.12 1.63 0.125
C 3.347 -3.127 -0.739 -2.81 -4.53 4.99 -0.034
O 2.922 -4.665 -1.043 3.33 6.02 -11.44 0.000
H 2.785 -4.796 -0.251 -2.58 -3.36 12.65 -0.111
H 3.250 -2.677 -1.585 0.73 2.46 -5.66 0.036
H 4.288 -3.156 -0.178 -0.24 0.31 -0.57 0.123
H 0.634 -2.852 -1.201 -0.25 0.56 2.24 0.181
H -1.117 -1.892 0.145 3.14 0.85 1.09 0.176
H -0.275 -0.022 3.465 -0.62 -1.87 -0.81 0.146
H -1.567 -1.300 2.765 0.48 0.30 0.55 0.142
C -1.541 2.669 0.910 5.29 5.55 -2.75 -0.131
H -0.933 3.891 0.933 -1.59 -3.74 0.25 0.237
H -2.424 2.863 1.263 -4.67 0.71 3.24 0.045
H -0.404 2.130 2.948 -0.60 -0.56 -3.81 0.225
C 1.866 1.017 -0.861 2.13 0.33 8.15 -0.434
O 1.888 0.745 -1.930 3.44 -2.85 -10.84 0.279
O 2.956 0.933 0.171 -14.71 2.98 3.35 0.083
C 4.029 0.736 -0.227 11.31 -3.16 -12.91 -0.440
C 4.790 1.766 -1.088 5.69 -8.46 0.51 -0.167
C 4.375 2.897 -1.192 6.47 8.42 -6.68 -0.042
H 4.880 3.878 -1.778 -0.72 -3.03 1.34 0.147
H 3.618 3.252 -0.833 -8.93 3.27 4.24 -0.039
H 5.936 1.428 -1.477 -3.52 0.71 1.00 0.181
H 4.212 -0.309 -1.145 -1.04 1.97 1.97 0.198
H 4.751 0.413 0.308 4.26 -2.35 5.20 0.050
H -0.464 1.667 -2.090 0.41 -1.16 -8.42 0.033
H -2.021 3.161 -1.187 -1.80 2.88 -1.63 0.105
H -4.311 2.622 0.075 0.33 -3.26 -1.56 0.211
H -5.977 1.005 -0.063 -4.99 1.10 1.45 0.097
H -7.600 -3.156 -0.782 0.74 0.84 0.07 0.026
```
Positions in Å, forces in eV/Å.

**DFT total energy**: -36525.8798 eV
**M**: 404.46 g mol⁻¹
**Largest force on an atom**: 17.4 eV/A
**Relative energy (zero: lowest compared OMol25 entry of this formula, charge and spin)**: 603.45 kcal/mol
**Kohn-Sham gap**: 7.8579 eV
**Lowest unoccupied orbital energy**: -0.792 eV

=====

# 4
Formula: C25H25ClN4O6S
Source: the OMol25 dataset
Level of theory: wB97M-V/def2-TZVPD

Geometry as XYZ:
```
62
Properties=species:S:1:pos:R:3:forces:R:3:lowdin_charge:R:1
C 6.472 1.191 3.287 -0.24 -0.20 0.10 -0.017
C 5.097 0.668 2.965 0.31 -0.36 0.84 -0.151
C 4.392 -0.370 3.532 0.72 0.78 -0.19 -0.238
S 4.894 -1.468 4.900 0.99 -2.89 -0.66 0.800
O 6.360 -1.480 5.096 -2.48 1.49 -0.11 -0.313
O 4.397 -2.841 4.682 -0.26 2.77 0.34 -0.308
C 4.070 -0.719 6.366 -1.43 1.38 1.52 -0.276
C 4.663 -0.917 7.706 -0.68 0.39 0.37 0.003
C 4.041 -0.370 8.811 0.91 -0.92 -2.51 0.047
C 2.822 0.390 8.608 -0.36 0.50 1.47 -0.484
O 2.215 0.903 9.532 -0.20 0.07 -0.11 0.053
N 2.354 0.543 7.321 1.87 -1.54 -1.20 0.100
N 2.957 -0.011 6.215 0.87 -0.46 0.26 0.108
O 3.138 -0.484 2.973 -0.12 -0.35 0.39 0.070
C 3.034 0.518 2.057 -0.13 0.28 -0.33 -0.201
C 1.933 0.838 1.265 -0.23 -0.04 -0.10 0.021
C 2.023 1.920 0.381 0.12 -0.46 0.43 -0.096
C 3.210 2.662 0.292 0.63 -0.56 0.81 -0.647
Cl 3.312 4.000 -0.821 0.00 -0.26 0.22 0.660
C 4.308 2.330 1.101 -0.27 0.46 -0.51 -0.020
C 4.207 1.253 1.990 0.00 -0.02 -0.06 -0.119
H 7.168 0.921 2.487 -0.03 0.08 0.09 0.097
H 6.852 0.789 4.228 -0.04 -0.06 -0.19 0.067
H 6.444 2.280 3.376 -0.02 -0.09 -0.12 0.088
H 5.579 -1.496 7.809 -0.19 0.13 -0.14 0.115
H 4.424 -0.487 9.818 -0.14 0.07 -0.16 0.125
H 1.478 1.050 7.230 0.30 -0.19 -0.48 0.169
H 1.022 0.253 1.346 0.04 0.13 -0.09 0.120
H 1.174 2.191 -0.240 0.12 -0.09 0.13 0.105
H 5.221 2.912 1.035 -0.10 -0.05 -0.01 0.115
C -4.865 -2.406 -6.514 -0.17 0.19 0.37 -0.061
N -5.993 -2.011 -5.669 0.64 -0.68 -1.22 0.032
C -5.980 -1.191 -4.612 -0.97 0.54 1.26 -0.482
O -7.025 -0.987 -4.007 0.50 0.23 0.04 0.058
C -4.658 -0.542 -4.148 0.22 0.48 0.19 -0.231
C -3.950 -1.470 -3.146 0.02 0.08 0.07 -0.089
C -2.563 -1.083 -2.646 0.44 0.48 -0.15 -0.203
C -1.811 -0.028 -3.207 0.40 -0.63 0.81 -0.030
C -0.529 0.271 -2.710 -0.44 -0.79 0.38 -0.069
C 0.016 -0.489 -1.662 -0.74 -0.13 -0.36 -0.095
C -0.725 -1.542 -1.101 -0.43 0.44 -0.72 -0.075
C -2.009 -1.834 -1.592 0.65 0.75 -0.28 -0.042
N -4.862 0.780 -3.535 0.39 -2.16 -0.03 0.117
C -5.211 1.908 -4.153 -0.36 1.76 -0.55 -0.545
C -5.423 1.910 -5.655 0.00 -0.16 0.34 0.017
O -5.331 2.947 -3.525 -0.04 0.01 0.16 0.040
H -4.146 -2.987 -5.934 0.10 0.00 -0.15 0.079
H -4.372 -1.526 -6.932 0.05 -0.10 -0.05 0.081
H -5.224 -3.024 -7.339 -0.02 0.12 0.18 0.089
H -6.901 -2.398 -5.882 0.08 0.09 0.15 0.146
H -4.011 -0.426 -5.014 0.15 0.07 -0.18 0.119
H -3.866 -2.459 -3.597 -0.13 -0.12 -0.04 0.121
H -4.600 -1.577 -2.275 -0.13 -0.09 -0.02 0.133
H -2.200 0.562 -4.023 -0.14 0.05 -0.03 0.100
H 0.044 1.078 -3.145 0.00 0.04 -0.03 0.100
H 1.012 -0.277 -1.300 0.04 0.03 0.03 0.083
H -0.306 -2.133 -0.300 0.00 -0.03 0.03 0.099
H -2.572 -2.649 -1.158 -0.09 -0.05 0.03 0.110
H -4.766 0.852 -2.535 -0.07 0.02 0.03 0.158
H -5.632 2.930 -5.976 0.05 -0.12 0.16 0.087
H -4.526 1.554 -6.154 0.03 -0.15 -0.23 0.076
H -6.275 1.280 -5.900 0.01 -0.16 -0.18 0.083
```
Positions in Å, forces in eV/Å.

**DFT total energy**: -67932.2004 eV
**M**: 545.02 g mol⁻¹
**Largest force on an atom**: 3.1 eV/A
**Kohn-Sham gap**: 8.5074 eV
**Lowest unoccupied orbital energy**: -0.819 eV

=====

> largest force on an atom of number 2 (C25H24N6O6RhS)?

0.4 eV/A